No. 1
C6H12O | ωB97M-V/def2-TZVPD

```
19
Properties=species:S:1:pos:R:3
H -0.7422 3.2156 -2.2030
H -0.1726 2.9797 -0.5279
O -0.9172 0.3364 -0.4287
C -0.6596 1.1731 -1.5810
H 1.6913 -0.4692 1.0533
H -1.9007 2.8043 -0.9170
H 0.3370 -3.2103 0.5335
H 0.3716 0.9804 -1.8869
H -0.2492 -0.0768 2.5836
C 1.0428 -1.2827 1.3670
C -0.2928 -0.5286 1.5874
H 0.6201 -1.9513 -0.6702
C -0.8840 2.6384 -1.2846
C -0.1105 0.5619 0.5702
C 0.9898 -2.3691 0.2717
H -1.3464 0.7947 -2.3393
H 1.4297 -1.6659 2.3124
H 1.9878 -2.7814 0.0835
H -1.1948 -1.1493 1.4759
```

The relative energy (zero: lowest compared OMol25 entry of this formula, charge and spin) comes out at 292.73 kJ/mol. The calculation puts the total energy at -8461.31997 eV. The HOMO-LUMO gap is 9.333 eV. Its molar mass is 100.161 g mol⁻¹.

Calculated atomic charges, method Löwdin, unit e:
1 H 0.0784
2 H 0.0660
3 O -0.0925
4 C -0.2377
5 H 0.0813
6 H 0.0801
7 H 0.0717
8 H 0.1173
9 H 0.1054
10 C -0.2650
11 C -0.2134
12 H 0.0627
13 C -0.0899
14 C -0.0658
15 C -0.1005
16 H 0.1176
17 H 0.1029
18 H 0.0680
19 H 0.1134

No. 2
C6H12O | ωB97M-V/def2-TZVPD

```
19
Properties=species:S:1:pos:R:3
C 2.5121 -0.4656 1.1592
H 2.1505 -0.8929 2.0856
H -0.1440 1.6589 -2.1039
C -0.5045 -0.0811 -0.9131
H -2.6942 -0.0283 -0.9053
C 0.2554 -0.1229 0.1924
H -0.7389 0.2481 -2.9559
H -0.1251 -0.7399 0.9987
H 2.1559 0.4642 -0.6727
H -0.4453 0.4157 2.9824
H -1.9458 -1.3904 -1.8035
H 0.9735 0.3110 -2.4655
H -1.9815 -1.2866 -0.0254
C -1.8575 -0.7275 -0.9522
C -0.0424 0.5820 -2.1983
H 3.5229 -0.1064 1.2204
C 1.7205 -0.0506 0.1761
H -1.5047 1.5259 2.8688
O -1.3069 0.6863 3.3122
```

The relative energy (zero: lowest compared OMol25 entry of this formula, charge and spin) comes out at 167.91 kJ/mol. The calculation puts the total energy at -8462.61367 eV. The HOMO-LUMO gap is 9.364 eV. Its SMILES is C=CC=C(C)C.O. Its molar mass is 100.161 g mol⁻¹.

Calculated atomic charges, method Löwdin, unit e:
1 C -0.0059
2 H 0.0520
3 H 0.0864
4 C -0.3271
5 H 0.0846
6 C -0.1067
7 H 0.0672
8 H 0.0963
9 H 0.0905
10 H 0.0088
11 H 0.0809
12 H 0.0701
13 H 0.0742
14 C -0.0614
15 C -0.0498
16 H 0.0457
17 C -0.1835
18 H 0.0424
19 O -0.0647

No. 3
C6H12O | ωB97M-V/def2-TZVPD

```
19
Properties=species:S:1:pos:R:3
H 0.1371 0.7203 -2.2784
H -1.7369 -0.6312 -1.2515
H -3.3607 0.3076 0.6029
H -0.1395 -1.1633 -0.6935
H 3.7804 -0.5144 -0.7628
H 0.6127 1.2709 -0.6683
H 3.1995 -0.6353 1.6335
H -2.3238 1.7355 0.6029
H -2.6057 0.8474 2.1297
C 2.4879 -0.9247 0.8631
C -1.2700 -0.1469 0.7842
O -0.6778 -0.6898 1.6948
H -0.9636 1.7419 -1.3483
C -2.4620 0.7461 1.0526
C 2.8051 -0.8570 -0.4256
C -0.8564 -0.3375 -0.6650
H 1.5075 -1.2502 1.2042
C -0.2351 0.9277 -1.2701
H 2.1013 -1.1471 -1.2044
```

The relative energy (zero: lowest compared OMol25 entry of this formula, charge and spin) comes out at 115.32 kJ/mol. The calculation puts the total energy at -8463.15873 eV. The HOMO-LUMO gap is 10.568 eV. Its SMILES is CCC(C)=O.C=C. Its molar mass is 100.161 g mol⁻¹.

Calculated atomic charges, method Löwdin, unit e:
1 H 0.0749
2 H 0.1174
3 H 0.0888
4 H 0.0948
5 H 0.0440
6 H 0.0749
7 H 0.0499
8 H 0.0791
9 H 0.0839
10 C -0.0637
11 C -0.4508
12 O 0.0612
13 H 0.0680
14 C -0.0144
15 C -0.0850
16 C -0.1861
17 H 0.0265
18 C -0.0993
19 H 0.0360

No. 4
C6H12O | ωB97M-V/def2-TZVPD

```
19
Properties=species:S:1:pos:R:3
H -1.0698 -2.4884 -0.1278
C -0.2788 0.3803 0.9068
H 0.2854 -3.1779 0.7551
H 1.0527 2.0795 0.4892
C -0.3529 -2.2876 0.6763
H -0.1266 -0.8378 -1.6160
C 0.4216 -0.9718 0.4779
H 1.3607 -1.0396 1.0508
H -0.0495 0.6166 1.9544
H -1.3746 0.3037 0.7792
H -1.0609 3.0546 -0.3364
C -0.5939 2.2380 -0.8895
H 1.5552 -1.3801 -1.2659
H 0.0179 2.6486 -1.6925
H -1.3863 1.6211 -1.3257
H -0.9277 -2.2694 1.5994
C 0.3520 1.4212 -0.0405
C 0.7663 -0.6843 -0.9748
O 1.2237 0.6397 -1.0136
```

The relative energy (zero: lowest compared OMol25 entry of this formula, charge and spin) comes out at 59.82 kJ/mol. The calculation puts the total energy at -8463.73396 eV. The HOMO-LUMO gap is 10.692 eV. Its SMILES is C[C@H]1CO[C@@H](C)C1. Its molar mass is 100.161 g mol⁻¹.

Calculated atomic charges, method Löwdin, unit e:
1 H 0.0749
2 C -0.0933
3 H 0.0758
4 H 0.1385
5 C -0.0710
6 H 0.1300
7 C -0.3335
8 H 0.1396
9 H 0.1124
10 H 0.1188
11 H 0.0807
12 C -0.0554
13 H 0.1283
14 H 0.0811
15 H 0.0821
16 H 0.0683
17 C -0.3210
18 C -0.2302
19 O -0.1261

No. 5
C6H12O | ωB97M-V/def2-TZVPD

```
19
Properties=species:S:1:pos:R:3
H -2.4194 -1.4033 0.4387
H -0.7558 -2.1159 -0.9253
H 2.4774 1.5944 -0.0292
C 2.0485 0.7536 -0.5885
H -2.0955 1.4895 0.3732
H -2.5378 0.3416 -0.9229
C 1.5588 -0.2803 0.4212
O 1.0774 -1.5017 -0.2109
C -0.7347 -0.1959 0.1848
H 0.2163 -0.2904 2.1280
H 2.3710 -0.6140 1.0633
H 2.8132 0.3423 -1.2504
C 0.3377 0.2316 1.1661
C -1.7081 0.7952 -0.3769
H 0.3515 1.3058 1.3597
H -2.8421 -1.6929 -0.1280
C -0.2551 -1.3076 -0.3998
H -1.1337 1.3931 -1.1014
H 1.2306 1.1548 -1.2017
```

The relative energy (zero: lowest compared OMol25 entry of this formula, charge and spin) comes out at 260.13 kJ/mol. The calculation puts the total energy at -8461.65786 eV. The HOMO-LUMO gap is 8.913 eV. Its SMILES is CC1=CO[C@@H](C)C1.[H][H]. Its molar mass is 100.161 g mol⁻¹.

Calculated atomic charges, method Löwdin, unit e:
1 H 0.0597
2 H 0.1196
3 H 0.0866
4 C -0.0307
5 H 0.0788
6 H 0.0564
7 C -0.3446
8 O -0.0457
9 C -0.3554
10 H 0.1250
11 H 0.1424
12 H 0.0820
13 C -0.1043
14 C -0.0818
15 H 0.1211
16 H 0.0755
17 C -0.1416
18 H 0.0778
19 H 0.0791

No. 6
C6H12O | ωB97M-V/def2-TZVPD

```
19
Properties=species:S:1:pos:R:3
H -3.0908 -0.1140 -1.0086
C -0.3983 -0.7320 -0.7510
C -2.8033 -0.1177 0.0406
O 0.7616 0.0641 -0.6594
C 2.8439 0.7103 0.1711
H 2.4139 -1.1722 -0.8384
H -1.2050 -0.9988 1.2993
C -1.8699 0.9573 0.5126
C -1.3724 -0.4513 0.3736
H -0.8669 -0.4521 -1.7035
H 2.4948 1.5222 -0.4717
H 3.8939 0.5157 -0.0621
H -1.5059 1.6808 -0.2123
H -0.1562 -1.8037 -0.8092
H 1.7427 -1.0721 0.7987
H -2.0058 1.3588 1.5125
C 1.9412 -0.4877 -0.1146
H 2.7680 1.0483 1.2085
H -3.5855 -0.4558 0.7140
```

The relative energy (zero: lowest compared OMol25 entry of this formula, charge and spin) comes out at 164.10 kJ/mol. The calculation puts the total energy at -8462.65310 eV. The HOMO-LUMO gap is 10.768 eV. Its SMILES is CCOCC1CC1. Its molar mass is 100.161 g mol⁻¹.

Calculated atomic charges, method Löwdin, unit e:
1 H 0.0984
2 C -0.1980
3 C -0.1251
4 O -0.1699
5 C -0.0714
6 H 0.1154
7 H 0.1335
8 C -0.1220
9 C -0.2763
10 H 0.1274
11 H 0.0770
12 H 0.0694
13 H 0.1056
14 H 0.1279
15 H 0.1189
16 H 0.0990
17 C -0.2774
18 H 0.0716
19 H 0.0960

No. 7
C6H12O | ωB97M-V/def2-TZVPD

```
19
Properties=species:S:1:pos:R:3
C 1.7444 -0.3237 -1.2208
H 1.3621 -1.4029 0.6110
H 1.2911 0.4744 -1.8226
C -0.5438 0.1910 1.7328
C -0.5501 -0.9863 -0.2885
H -0.8787 -0.4680 -1.2110
H -2.2064 1.6702 -0.2995
H -1.1311 1.0317 2.1237
O -1.3583 -0.5355 0.8094
H -0.2661 -0.4555 2.5818
C 0.6903 0.6151 0.9419
H 1.8293 -1.2173 -1.8522
H -0.6905 -2.0663 -0.4313
H 0.4687 1.5047 0.3360
H 1.5575 0.8322 1.5763
C 0.9005 -0.5958 0.0225
C -2.0418 1.2023 -1.2944
H -2.9372 0.5425 -1.3680
H 2.7601 -0.0128 -0.9470
```

The relative energy (zero: lowest compared OMol25 entry of this formula, charge and spin) comes out at 506.48 kJ/mol. The calculation puts the total energy at -8459.10464 eV. The HOMO-LUMO gap (alpha / beta) is 8.466 / 8.512 eV. Its molar mass is 100.161 g mol⁻¹.

Calculated atomic charges, method Löwdin, unit e:
1 C -0.0667
2 H 0.1427
3 H 0.0815
4 C -0.2030
5 C -0.1943
6 H 0.0566
7 H -0.0526
8 H 0.1174
9 O -0.1674
10 H 0.1198
11 C -0.1421
12 H 0.0798
13 H 0.1301
14 H 0.1140
15 H 0.1207
16 C -0.3537
17 C 0.1812
18 H -0.0427
19 H 0.0787

No. 8
C6H12O | ωB97M-V/def2-TZVPD

```
19
Properties=species:S:1:pos:R:3
C 0.4688 -0.1130 0.6466
C 0.6888 1.3103 0.2021
H -1.2350 -0.0106 1.9842
H 1.2309 1.9287 0.9243
H 2.4057 -0.9285 -1.5941
O -2.9790 1.1575 0.9401
H 0.3332 0.2497 2.7862
C 0.6783 -1.1297 -0.1788
H -0.1340 -1.3339 2.3034
H 1.1107 -1.1078 -3.6219
H -3.4238 1.8770 0.4748
H -2.1157 1.0875 0.5105
H 1.3158 1.3371 -0.6704
H 0.4884 -2.1471 0.1503
C 1.3293 -1.0605 -1.5099
C 0.6599 -1.2142 -2.6429
H -0.2429 1.8232 -0.0391
C -0.1807 -0.2922 1.9878
H -0.3990 -1.4336 -2.6531
```

The relative energy (zero: lowest compared OMol25 entry of this formula, charge and spin) comes out at 151.68 kJ/mol. The calculation puts the total energy at -8462.78184 eV. The HOMO-LUMO gap is 9.998 eV. Its SMILES is C=CC=C(C)C.O. Its molar mass is 100.161 g mol⁻¹.

Calculated atomic charges, method Löwdin, unit e:
1 C -0.3478
2 C -0.0502
3 H 0.0600
4 H 0.0849
5 H 0.1029
6 O -0.0587
7 H 0.0834
8 C -0.0963
9 H 0.0765
10 H 0.0510
11 H 0.0431
12 H 0.0006
13 H 0.0617
14 H 0.1117
15 C -0.1928
16 C -0.0007
17 H 0.0720
18 C -0.0602
19 H 0.0589

No. 9
C6H12O | ωB97M-V/def2-TZVPD

```
19
Properties=species:S:1:pos:R:3
C 1.9097 -0.0141 0.0653
H -0.9209 -0.6930 -1.8279
H -1.9703 0.4490 1.7473
C 0.9530 -0.8739 -0.7124
H 1.5269 -1.3322 -1.5680
C -1.1285 0.5613 -0.0346
H 1.6973 1.8092 -0.7822
H -0.0763 0.6589 -1.7977
H 0.6163 -1.6551 -0.0093
H 2.7106 1.8960 0.8529
C -0.3900 -0.1328 -1.1864
O -2.4439 -1.2086 0.6377
H -0.5713 -0.7221 1.5377
H -0.5180 1.4330 0.3107
H -2.0911 1.0110 -0.4274
C 2.0929 1.3100 0.0719
H -2.6434 -1.6416 1.4570
H 2.7489 -0.6024 0.5467
C -1.5019 -0.2526 1.1187
```

The relative energy (zero: lowest compared OMol25 entry of this formula, charge and spin) comes out at 234.13 kJ/mol. The calculation puts the total energy at -8461.92733 eV. The HOMO-LUMO gap is 10.178 eV. Its SMILES is C=CCCCCO. Its molar mass is 100.161 g mol⁻¹.

Calculated atomic charges, method Löwdin, unit e:
1 C -0.2236
2 H 0.0628
3 H 0.1027
4 C -0.1781
5 H 0.1239
6 C -0.2234
7 H 0.0439
8 H 0.0775
9 H 0.0979
10 H 0.0892
11 C -0.1642
12 O -0.0436
13 H 0.1307
14 H 0.1123
15 H 0.1381
16 C -0.0264
17 H 0.0702
18 H 0.1100
19 C -0.2999

No. 10
C6H12O | ωB97M-V/def2-TZVPD

```
19
Properties=species:S:1:pos:R:3
H 1.1693 1.4099 -0.1673
H -1.2193 -1.7726 2.0440
C 0.6596 -1.2168 0.7453
C 0.9069 0.7059 -0.9710
H 1.3106 -2.0927 0.6996
H 0.6625 0.7356 1.8896
C -0.5663 -1.0967 1.5101
H -0.7853 1.8574 -1.6983
H -0.0652 0.7967 -2.9156
H -0.2812 -1.1391 -1.1669
H 1.8728 0.3439 -1.3644
H -2.7665 -0.7227 0.4425
H 1.0145 -0.7364 2.9188
C 0.1654 1.4603 -2.0733
C 0.1004 -0.4462 -0.4093
O -2.1590 -0.0817 0.8518
H 0.7550 2.2980 -2.4623
C 0.5940 -0.3453 1.9906
H -1.3682 0.0428 0.1360
```

The relative energy (zero: lowest compared OMol25 entry of this formula, charge and spin) comes out at 566.07 kJ/mol. The calculation puts the total energy at -8458.48699 eV. The HOMO-LUMO gap is 7.874 eV. Its molar mass is 100.161 g mol⁻¹.

Calculated atomic charges, method Löwdin, unit e:
1 H 0.0988
2 H 0.1251
3 C -0.2833
4 C -0.2846
5 H 0.1321
6 H 0.1069
7 C -0.0356
8 H 0.0682
9 H 0.0691
10 H 0.1088
11 H 0.1083
12 H 0.0718
13 H 0.1111
14 C -0.1273
15 C -0.2295
16 O -0.0779
17 H 0.0656
18 C -0.0731
19 H 0.0456